Below is a cluster of 2 separate species, C3H10NO in total, with properties calculated with ωB97M-V/def2-TZVPD.

Its HOMO-LUMO gap is 10.16 eV. The total charge is +1. For the strongest force on any atom, the calculation gives 0.0282 Eh/bohr. For the energy above the lowest of the compared OMol25 structures with the same formula, charge and spin, the calculation gives 140.13 kJ/mol.

Each line ends with the natural charge from an NBO analysis.
Positions of all 15 atoms, in Å:
C 0.07768 1.37210 -1.93655  -0.2655
O 0.48277 1.66720 -0.57639  -0.7689
H 0.90802 0.90705 -2.45697  0.1934
H -0.77756 0.68465 -1.89544  0.1766
H -0.31718 2.24275 -2.45095  0.2087
H 0.47009 2.61196 -0.50898  0.5081
C -1.07605 -0.88717 1.64078  -0.4301
C 1.01303 -1.53717 0.62197  0.1264
N 0.21550 -0.59428 0.92577  -0.4051
H -1.68575 -1.56749 1.04804  0.2382
H -1.60740 0.05787 1.69579  0.2473
H -0.75965 -1.35288 2.56466  0.2443
H 0.63346 -2.56001 0.61143  0.2154
H 2.02489 -1.35812 0.27119  0.2312
H 0.39814 0.31354 0.44562  0.4799


Below is a structure of composition C22H18N2O6PbTe, with properties calculated with ωB97M-V/def2-TZVPD.

Its HOMO-LUMO gap is 8.24 eV. For the strongest force on any atom, the calculation gives 0.0081 Eh/bohr. For the energy above the lowest of the compared OMol25 structures with the same formula, charge and spin, the calculation gives 31.75 kJ/mol.

Each line ends with the natural charge from an NBO analysis.
Positions of all 50 atoms, in Å:
Pb -1.58737 0.28984 -2.73463  1.3650
O -3.46306 4.10469 -2.28362  -0.6016
C -2.83404 3.18400 -1.80853  0.7641
O -1.93024 2.48055 -2.42170  -0.8786
C -3.08599 2.79795 -0.35959  0.1190
C -4.24537 3.20191 0.28609  -0.1780
C -4.48710 2.75697 1.57557  -0.1528
C -3.56817 1.92017 2.18969  -0.1794
C -2.43000 1.58785 1.47897  0.0588
N -2.19223 2.02352 0.24611  -0.4543
C -1.41338 0.63785 2.02496  0.7726
O -1.52938 0.09882 3.09516  -0.5648
O -0.38389 0.35862 1.22540  -0.7952
H -4.93478 3.83917 -0.24848  0.2525
H -5.39386 3.04423 2.09101  0.2263
H -3.71726 1.51105 3.17807  0.2476
O -4.63207 -0.91641 0.06976  -0.6077
C -3.61702 -0.82366 -0.58827  0.7534
O -3.43340 0.00198 -1.57206  -0.8462
C -2.40753 -1.66003 -0.18558  0.0876
C -2.45876 -2.44071 0.95711  -0.1994
C -1.32678 -3.14441 1.33184  -0.1421
C -0.18779 -3.05508 0.54452  -0.2406
C -0.22650 -2.26175 -0.58719  0.0439
N -1.31282 -1.57524 -0.94144  -0.5082
H -3.37365 -2.45834 1.53114  0.2574
H -1.32775 -3.74623 2.23075  0.2272
H 0.72154 -3.57955 0.80409  0.2303
H 0.64833 -2.14646 -1.21831  0.2066
C 5.86415 -1.73388 -0.79103  -0.6292
C 4.55558 -1.01077 -0.62435  -0.0143
C 3.92178 -0.93709 0.60555  -0.1734
C 2.71180 -0.27003 0.79470  -0.0510
C 2.16722 -0.20247 2.19812  -0.6340
C 2.10046 0.32764 -0.31640  -0.2656
Te 0.22781 1.38491 -0.37239  1.0236
C 2.75299 0.30521 -1.56167  -0.0563
C 2.18363 0.99618 -2.78018  -0.6403
C 3.96100 -0.36266 -1.69874  -0.2246
H 6.17456 -2.20594 0.14025  0.2165
H 6.65287 -1.04610 -1.10081  0.2229
H 5.78835 -2.50843 -1.55598  0.2207
H 4.39212 -1.40167 1.46609  0.1993
H 2.92900 -0.52296 2.90784  0.2104
H 1.28794 -0.83029 2.32715  0.2433
H 1.86904 0.81450 2.45733  0.2207
H 1.43993 0.37495 -3.28795  0.2128
H 2.97461 1.20026 -3.50050  0.2368
H 1.72180 1.96196 -2.55179  0.2125
H 4.45367 -0.36463 -2.66608  0.2061


Below is a cluster of 2 separate species, C6H13N3 in total, with properties calculated with ωB97M-V/def2-TZVPD.

Its HOMO-LUMO gap is 9.32 eV. For the strongest force on any atom, the calculation gives 0.1163 Eh/bohr. Its SMILES is CN/N=C\C(C)C.C#N. For the energy above the lowest of the compared OMol25 structures with the same formula, charge and spin, the calculation gives 363.50 kJ/mol.

Each line ends with the natural charge from an NBO analysis.
Positions of all 22 atoms, in Å:
C -0.04150 0.22810 -3.06188  -0.3963
N 0.03466 0.49052 -1.72464  -0.4952
N -0.53272 -0.50973 -0.92858  -0.2671
C -0.65164 -0.31676 0.28454  0.0685
C -0.18291 0.96615 1.06751  -0.2805
C 1.31511 0.81863 0.99321  -0.6025
C -0.65643 0.96208 2.46324  -0.6068
H -1.04951 0.45720 -3.47564  0.1725
H 0.51975 1.09102 -3.60212  0.1867
H 0.49624 -0.70345 -3.20954  0.2127
H 0.01382 1.44042 -1.44379  0.3548
H -1.02820 -1.16600 0.84894  0.1896
H -0.52777 1.93722 0.48085  0.1919
H 1.62491 -0.22114 1.15409  0.2193
H 1.74175 1.39856 1.79029  0.2028
H 1.58467 1.18600 0.06928  0.2160
H -0.04241 0.40379 3.03861  0.2064
H -1.75937 0.69579 2.75346  0.2153
H -0.69468 2.04797 2.85619  0.2125
C -0.01500 -3.79789 -0.16515  0.0841
N 0.47810 -3.60330 0.84715  -0.3212
H -0.62687 -3.80515 -1.03603  0.2368


Below is a structure of composition C27H28N2ScSi, with properties calculated with ωB97M-V/def2-TZVPD.

Its HOMO-LUMO gap is 4.99 eV. The total charge is +1. For the strongest force on any atom, the calculation gives 0.0569 Eh/bohr. For the energy above the lowest of the compared OMol25 structures with the same formula, charge and spin, the calculation gives 0.00 kJ/mol.

Each line ends with the natural charge from an NBO analysis.
Positions of all 59 atoms, in Å:
C -2.06904 -0.47068 2.23210  -0.3817
C -0.67267 -0.62753 2.52652  -0.3337
C -0.15264 0.65804 2.89596  -0.3520
H -0.12930 -1.57083 2.57347  0.2721
C -1.22176 1.60878 2.81080  -0.3655
C -2.40667 0.91124 2.40305  -0.3619
H -3.40904 1.33931 2.34341  0.2544
H -2.76894 -1.27866 2.01481  0.2593
H 0.84642 0.85096 3.28458  0.2708
H -1.18071 2.64701 3.14665  0.2508
Sc -0.85311 0.75694 0.65966  1.5267
C 4.21920 -1.06075 -2.36508  -0.8404
H 4.18910 -0.01241 -2.06466  0.2087
H 4.94738 -1.61037 -1.76588  0.2230
H 3.24901 -1.55656 -2.29796  0.1968
Si 1.47427 -0.85189 -0.55605  0.6587
C 0.72592 -2.44536 -1.14074  -0.3982
C -0.06505 -3.21648 -0.25994  -0.2466
H -0.28733 -2.84461 0.74506  0.2005
C -0.55900 -4.46193 -0.66169  -0.2035
H -1.15532 -5.05860 0.03288  0.2161
C -0.28652 -4.94282 -1.94881  -0.2114
H -0.65160 -5.92495 -2.25283  0.2226
C 0.43052 -4.15021 -2.85607  -0.2041
H 0.61590 -4.51296 -3.87068  0.2218
C 0.90375 -2.89045 -2.46944  -0.2337
H 1.42013 -2.24699 -3.18750  0.2164
C 2.69040 -1.17638 0.81057  -0.4947
C 3.12639 -2.46942 1.17133  -0.1458
H 2.81911 -3.33441 0.57748  0.2130
C 3.92844 -2.65902 2.30801  -0.2223
H 4.25430 -3.66751 2.58202  0.2218
C 4.30578 -1.56588 3.09665  -0.2108
H 4.93615 -1.71140 3.97795  0.2229
C 3.86510 -0.27829 2.75855  -0.2097
H 4.12855 0.57339 3.39186  0.2134
C 3.08858 -0.08158 1.61431  -0.2167
H 2.76492 0.93036 1.34861  0.1925
H 2.01291 -0.04429 -1.67927  -0.1579
H 4.48937 -1.10910 -3.42726  0.2170
N -0.21774 2.84192 0.13349  -0.9063
C -1.33248 3.53935 -0.48170  0.1800
C -1.41078 4.91690 -0.51076  -0.2010
C -2.57209 5.51751 -1.03984  -0.1854
C -3.63384 4.76091 -1.50763  -0.1551
C -3.59637 3.33508 -1.46329  -0.0840
C -4.69046 2.49767 -1.79159  -0.0621
C -4.60265 1.13560 -1.56300  -0.2596
C -3.42446 0.59812 -1.02912  0.1178
N -2.34204 1.36619 -0.75460  -0.5756
C -2.40348 2.73333 -0.95958  0.1461
H 0.54918 2.63872 -0.52147  0.4255
H 0.21304 3.36945 0.90004  0.4234
H -0.58558 5.51825 -0.12409  0.2392
H -2.63432 6.60196 -1.07180  0.2435
H -4.53570 5.23668 -1.90430  0.2379
H -5.59160 2.95811 -2.20221  0.2437
H -5.42720 0.46047 -1.78460  0.2528
H -3.32430 -0.46989 -0.82636  0.2304